Record 1
Molecular formula: C4H5INO2
Method: DFT, ωB97M-V with the def2-TZVPD basis set

XYZ file:
```
13
Properties=species:S:1:pos:R:3
C 1.57486 -0.73096 -0.28907
C 0.10635 -0.50084 -0.06932
C -0.80249 -1.51239 -0.33023
I -2.85131 -1.33215 0.07670
N -0.20762 0.59567 0.70997
C -1.05538 1.98938 0.30242
O -0.93645 2.79655 1.15891
O -1.51334 1.90446 -0.83319
H 2.02210 -0.57952 0.76495
H 1.96367 0.18150 -0.73583
H 1.86485 -1.70246 -0.75048
H -0.62007 -2.14495 -1.25162
H 0.45482 1.03569 1.24679
```

The calculated total energy is -17915.5244 eV. As for the HOMO energy: -4.0 eV. Its total charge is -1. The value obtained for the energy above the lowest of the compared OMol25 structures with the same formula, charge and spin is 0.586 eV. The orbital gap is 7.0 eV.

Record 2
Molecular formula: C3H5I
Method: DFT, ωB97M-V with the def2-TZVPD basis set

XYZ file:
```
9
Properties=species:S:1:pos:R:3
C 0.57895 -1.01882 0.78553
C 0.87740 -0.11832 -0.12852
C -0.27828 0.52929 -0.75539
I 2.90209 0.53048 -0.48981
H 1.25994 -1.51301 1.46745
H -0.41650 -1.25779 1.05383
H -0.20630 1.03854 -1.70530
H -0.99506 -0.24715 -0.76000
H -0.74282 1.25392 -0.05840
```

The calculated total energy is -11291.5309 eV. As for the HOMO energy: -9.1 eV. The value obtained for the energy above the lowest of the compared OMol25 structures with the same formula, charge and spin is 0.498 eV. The orbital gap is 9.6 eV.

Record 3
Molecular formula: C5H8O2
Method: DFT, ωB97M-V with the def2-TZVPD basis set

XYZ file:
```
15
Properties=species:S:1:pos:R:3
C 0.20010 1.10775 0.70516
C 0.60735 1.04276 -0.56216
O 0.95266 -0.10349 -1.22198
C 0.83887 -1.27116 -0.45640
C -0.53607 -1.77309 -0.10825
C 0.35936 -1.19977 0.95754
O 0.04843 0.03491 1.53989
H -0.06443 2.04321 1.18047
H 0.67548 1.91830 -1.19353
H 1.62635 -1.97384 -0.70979
H -1.35439 -1.13354 -0.43132
H -0.74488 -2.83862 -0.12143
H 0.80039 -1.86482 1.69306
H -1.78313 3.33123 -0.79625
H -1.62609 2.68019 -0.47502
```

The calculated total energy is -9406.3378 eV. As for the HOMO energy: -8.2 eV. The value obtained for the energy above the lowest of the compared OMol25 structures with the same formula, charge and spin is 3.494 eV. The orbital gap is 9.2 eV.

Record 4
Molecular formula: C34H22F6IIrNO4PS2
Method: DFT, ωB97M-V with the def2-TZVPD basis set

XYZ file:
```
72
Properties=species:S:1:pos:R:3
Ir 0.22522 -0.19005 -0.66734
F 3.89972 1.65129 -2.60810
C 4.41910 1.27840 -1.43904
F 5.45844 0.48325 -1.66605
F 4.84077 2.36598 -0.79504
S 3.11249 0.43014 -0.43622
O 2.68644 -0.70190 -1.22506
O 2.09548 1.45247 -0.26905
N 3.99113 0.11660 0.84611
S 3.32446 -0.75995 1.97986
O 1.93152 -0.98654 1.71079
O 3.67565 -0.40335 3.31212
C 4.13225 -2.42091 1.70216
F 3.49441 -3.39321 2.35440
F 5.39665 -2.38021 2.12360
F 4.13489 -2.71470 0.40144
C 1.09701 2.54689 5.18784
C 1.70877 2.67074 3.94971
C 1.19559 1.99876 2.85146
C 0.07031 1.19198 2.99156
C -0.53666 1.06060 4.24034
C -0.01884 1.73559 5.33475
P -0.65049 0.44754 1.49729
C -1.56019 -1.02036 2.05424
C -1.02920 -1.87217 3.01986
C -1.63517 -3.09553 3.26901
C -2.76047 -3.47642 2.55384
C -3.28234 -2.63677 1.57910
C -2.68081 -1.41702 1.32328
C -1.86338 1.72768 1.03894
C -2.67878 2.42943 1.89908
C -3.48819 3.45471 1.41156
C -3.46611 3.78276 0.06739
C -2.64327 3.10234 -0.82198
C -2.59427 3.43367 -2.23216
C -1.79395 2.78926 -3.08185
C -0.92090 1.65526 -2.65539
C -0.96014 1.33763 -1.20115
C -1.81447 2.05189 -0.33513
H 1.48757 3.08641 6.04093
H 2.58809 3.29136 3.83903
H 1.66097 2.09991 1.87932
H -1.41311 0.43525 4.35532
H -0.48650 1.62659 6.30514
H -0.13009 -1.59013 3.55283
H -1.22011 -3.75545 4.01984
H -3.21627 -4.44055 2.73775
H -4.15149 -2.94139 1.01073
H -3.05112 -0.77060 0.53591
H -2.68893 2.19377 2.95560
H -4.13853 3.99789 2.08435
H -4.09593 4.58133 -0.30646
H -3.22851 4.24070 -2.58117
H -1.74143 3.09304 -4.12128
H 0.10730 1.85788 -2.96742
I 0.36613 -2.97933 -0.41834
C 0.55042 -2.98507 -2.52837
C 1.10386 -4.06171 -3.17499
C 1.10767 -4.08753 -4.56773
C 0.53233 -3.04707 -5.27336
C -0.02326 -1.95367 -4.62072
C -0.58934 -0.84651 -5.36788
C -1.16723 0.19271 -4.76927
C -1.29630 0.27804 -3.28337
C -0.48015 -0.72297 -2.52291
C 0.00046 -1.87328 -3.19515
H 1.52178 -4.88378 -2.61065
H 1.54217 -4.92819 -5.09106
H 0.51416 -3.06948 -6.35654
H -0.52708 -0.89655 -6.44896
H -1.59295 1.00111 -5.35213
H -2.35734 0.13157 -3.02518
```

The calculated total energy is -103496.0471 eV. As for the HOMO energy (alpha / beta): -7.2 / -7.2 eV. The value obtained for the energy above the lowest of the compared OMol25 structures with the same formula, charge and spin is 1.545 eV. The orbital gap (alpha / beta) is 5.8 / 5.9 eV.